No. 1
DFT (ωB97M-V with the def2-TZVPD basis set) results for a 8-piece molecular cluster, C33H79N4O10 overall.

Properties
**Total energy**: -2276.0842 a.u.
**Spin multiplicity**: 2
**HOMO-LUMO gap (alpha / beta)**: 0.296 / 0.347 Eh
**Net charge**: 0
**<S²>**: 0.75

Structure (XYZ):
```
126
Properties=species:S:1:pos:R:3:forces:R:3
C -4.130 5.310 -1.510 0.002 0.053 -0.009
C -2.679 5.520 -1.836 0.117 0.011 0.011
O -2.018 6.459 -1.465 -0.079 -0.092 -0.048
O -2.186 4.511 -2.578 -0.142 -0.095 0.095
C -0.787 4.588 -2.898 0.172 -0.002 -0.095
C 0.116 4.219 -1.730 -0.048 -0.049 0.077
C 0.413 2.723 -1.478 0.170 0.069 0.087
C 0.059 2.159 -0.078 -0.068 -0.084 0.065
C 0.833 3.028 0.946 -0.172 -0.045 0.071
C 0.558 2.762 2.436 0.051 0.006 0.125
C 0.118 4.008 3.215 -0.084 -0.070 -0.061
C -1.368 4.283 3.025 0.030 -0.244 -0.277
N -2.168 3.219 3.641 -0.211 0.430 0.390
C -3.560 3.297 3.509 0.110 -0.049 -0.108
N -4.205 3.731 2.501 -0.038 0.010 -0.026
N -4.255 2.832 4.627 0.152 -0.413 -0.177
C 0.595 0.697 0.005 -0.085 0.178 -0.105
C -0.406 -0.385 0.422 -0.060 -0.412 0.186
C -0.796 -0.350 1.907 0.174 0.231 -0.103
C 0.201 -1.768 0.161 0.039 0.125 0.176
N -1.599 -0.234 -0.449 0.369 0.324 -0.352
O -1.508 -0.800 -1.593 -0.158 -0.118 0.154
C -2.352 1.065 -0.401 -0.102 -0.186 0.223
C -3.597 0.879 0.486 0.041 -0.086 -0.095
C -2.861 1.369 -1.804 -0.057 0.005 0.017
C -1.463 2.193 0.195 -0.071 0.082 -0.175
H -4.589 6.274 -1.311 -0.012 -0.014 0.014
H -4.207 4.701 -0.606 -0.001 -0.023 -0.014
H -4.646 4.795 -2.317 0.012 -0.024 0.005
H -0.574 5.604 -3.228 0.009 0.004 0.028
H -0.649 3.912 -3.741 -0.076 -0.035 0.023
H -0.301 4.697 -0.843 -0.021 0.018 -0.019
H 1.061 4.736 -1.907 0.005 0.014 0.031
H 1.495 2.595 -1.567 -0.024 -0.142 -0.079
H -0.010 2.081 -2.253 -0.128 0.052 -0.017
H 0.656 4.087 0.746 -0.060 -0.017 0.019
H 1.894 2.860 0.743 0.007 0.082 -0.045
H 1.434 2.326 2.918 0.055 0.028 -0.071
H -0.234 2.023 2.546 0.123 0.016 0.091
H 0.348 3.882 4.278 -0.083 0.055 0.029
H 0.662 4.893 2.877 0.112 -0.044 0.035
H -1.569 4.266 1.951 -0.007 0.142 0.007
H -1.656 5.271 3.396 0.008 -0.015 0.070
H -1.912 3.119 4.617 0.047 -0.070 -0.047
H -3.572 4.066 1.781 -0.011 0.044 0.027
H -5.177 2.507 4.368 -0.059 0.210 0.030
H -3.763 2.106 5.130 0.003 0.065 0.053
H 0.967 0.411 -0.980 0.006 0.005 -0.012
H 1.455 0.636 0.677 0.009 0.040 0.008
H 0.077 -0.047 2.486 -0.005 -0.182 0.051
H -1.077 -1.344 2.250 -0.187 0.026 -0.016
H -1.589 0.359 2.132 0.005 -0.104 0.073
H 0.802 -1.795 -0.745 -0.090 -0.046 -0.067
H -0.588 -2.513 0.087 0.021 -0.015 -0.032
H 0.830 -2.039 1.010 0.080 0.045 -0.045
H -4.102 -0.049 0.212 -0.006 0.043 -0.030
H -3.358 0.839 1.548 -0.047 0.008 -0.003
H -4.293 1.706 0.333 0.028 0.035 0.076
H -2.066 1.548 -2.520 0.060 -0.016 -0.036
H -3.494 2.251 -1.754 0.002 0.179 -0.010
H -3.463 0.537 -2.165 0.038 0.011 -0.028
H -1.878 3.139 -0.172 0.028 0.032 -0.012
H -1.628 2.199 1.273 -0.005 0.000 -0.063
C 5.087 -0.510 -3.094 -0.037 -0.014 0.106
C 3.590 -0.297 -3.188 -0.005 0.013 0.005
O 3.125 0.688 -2.266 0.072 0.011 -0.079
H 5.364 -0.811 -2.083 -0.004 -0.018 -0.011
H 5.412 -1.285 -3.791 -0.004 -0.002 -0.009
H 5.632 0.401 -3.343 0.023 -0.008 -0.046
H 3.047 -1.208 -2.933 -0.001 -0.004 -0.007
H 3.308 -0.017 -4.209 -0.020 -0.028 -0.001
H 3.582 1.510 -2.468 0.013 0.004 0.030
C -1.567 -3.059 6.336 -0.113 -0.036 0.044
C -1.197 -2.057 5.263 0.104 -0.182 -0.126
O -0.013 -2.445 4.565 0.002 0.092 0.022
H -0.762 -3.196 7.058 0.034 0.091 -0.024
H -2.470 -2.743 6.860 -0.006 -0.018 -0.003
H -1.776 -4.033 5.883 -0.039 0.015 0.002
H -0.984 -1.077 5.689 0.041 -0.006 0.025
H -2.029 -1.947 4.561 -0.015 0.063 0.061
H -0.175 -3.309 4.172 0.040 -0.008 -0.016
C -4.033 -2.995 2.392 0.016 0.028 0.046
C -4.904 -3.227 3.614 -0.021 0.104 -0.118
O -4.566 -2.344 4.680 0.032 -0.009 0.007
H -2.979 -3.130 2.642 0.001 -0.033 -0.023
H -4.291 -3.687 1.588 -0.006 0.001 -0.008
H -4.160 -1.976 2.018 -0.028 -0.010 -0.022
H -4.763 -4.237 3.999 -0.005 0.016 0.058
H -5.962 -3.103 3.358 0.004 -0.056 -0.028
H -4.718 -1.447 4.363 -0.061 0.002 0.012
C -1.345 -6.599 -1.644 0.034 -0.012 0.041
C -0.997 -5.151 -1.354 0.027 0.036 -0.033
O 0.238 -5.015 -0.661 -0.004 -0.074 0.041
H -1.385 -7.175 -0.719 -0.010 0.002 -0.003
H -2.311 -6.672 -2.145 -0.002 0.007 -0.006
H -0.594 -7.054 -2.294 -0.014 0.002 -0.015
H -1.745 -4.702 -0.700 -0.011 0.010 -0.011
H -0.980 -4.566 -2.279 -0.023 0.019 0.013
H 0.938 -5.376 -1.214 0.002 0.007 -0.012
C 9.566 -0.663 -5.724 -0.001 0.100 0.024
C 8.082 -0.370 -5.787 -0.006 0.006 0.019
O 7.692 0.666 -4.887 0.013 0.035 -0.041
H 9.855 -0.944 -4.713 0.010 -0.035 0.003
H 9.827 -1.486 -6.389 0.000 -0.006 -0.006
H 10.146 0.215 -6.021 -0.008 -0.013 -0.031
H 7.508 -1.246 -5.484 -0.003 -0.003 -0.011
H 7.780 -0.113 -6.809 -0.009 -0.022 -0.002
H 8.171 1.465 -5.129 0.015 -0.001 0.016
C -6.720 -1.601 -0.356 0.028 0.008 0.052
C -7.611 -1.812 0.854 0.067 0.106 -0.066
O -7.278 -0.925 1.920 0.034 -0.066 0.012
H -5.673 -1.736 -0.081 -0.020 -0.038 -0.030
H -6.966 -2.303 -1.154 -0.013 -0.006 0.008
H -6.836 -0.588 -0.750 -0.012 -0.005 -0.020
H -7.483 -2.818 1.253 -0.017 -0.007 0.033
H -8.665 -1.690 0.583 -0.008 -0.053 -0.002
H -7.390 -0.025 1.596 0.031 0.036 0.041
C 10.681 -3.223 -1.610 0.005 0.041 -0.030
C 10.206 -4.004 -2.820 0.015 0.013 -0.010
O 10.593 -3.393 -4.047 0.010 -0.036 0.042
H 10.297 -2.203 -1.640 -0.008 -0.007 0.006
H 10.342 -3.695 -0.686 0.000 -0.009 0.001
H 11.772 -3.176 -1.583 -0.001 -0.015 0.014
H 9.118 -4.041 -2.847 -0.002 -0.012 0.004
H 10.572 -5.036 -2.777 -0.019 -0.007 0.002
H 11.555 -3.356 -4.074 -0.001 0.003 -0.011
```
Forces are in eV/Å.



No. 2
DFT (ωB97M-V with the def2-TZVPD basis set) results for C16H13BF5IrO6 as an isolated structure.

Properties
**Total energy**: -1697.5488 a.u.
**Relative energy (zero: lowest compared OMol25 entry of this formula, charge and spin)**: 0.0000 eV
**HOMO-LUMO gap**: 0.319 Eh
**Net charge**: 0

Structure (XYZ):
```
42
Properties=species:S:1:pos:R:3:forces:R:3
Ir -0.290 0.892 -1.938 0.071 -0.083 -0.267
O 0.050 0.050 0.874 -0.065 -0.047 -0.043
B -0.578 -0.259 -0.350 0.124 0.137 0.272
O -1.340 -1.411 -0.214 0.019 -0.049 -0.101
C -1.158 -1.835 1.080 -0.025 -0.008 0.010
C -1.686 -2.941 1.702 0.005 -0.003 -0.020
C -1.333 -3.131 3.038 0.005 0.004 0.016
C -0.490 -2.245 3.700 -0.009 -0.009 0.004
C 0.038 -1.127 3.056 0.020 -0.001 -0.018
C -0.318 -0.952 1.739 -0.019 0.017 0.031
H -2.333 -3.627 1.175 -0.002 0.006 0.000
H -1.722 -3.990 3.569 0.002 0.001 0.000
H -0.238 -2.427 4.736 0.001 -0.003 -0.002
H 0.700 -0.433 3.556 -0.008 0.005 0.005
C -1.900 2.502 0.252 0.185 0.081 -0.082
O -1.493 2.473 -1.138 -0.195 -0.020 0.074
H -2.458 1.603 0.503 -0.046 -0.013 0.014
H -2.503 3.393 0.418 -0.010 -0.002 0.007
H -0.987 2.551 0.838 -0.021 -0.032 0.013
H -2.279 2.577 -1.693 -0.013 0.027 0.033
O 3.597 -1.677 0.067 -0.003 0.008 0.011
C 3.242 -0.375 0.025 -0.068 -0.060 0.057
C 3.630 0.495 1.046 -0.013 -0.014 -0.055
C 3.266 1.827 1.032 0.002 0.059 0.018
C 2.509 2.324 -0.018 0.044 -0.054 0.135
C 2.131 1.454 -1.024 -0.185 0.257 -0.197
C 2.454 0.096 -1.034 0.134 -0.061 0.002
C 1.901 -0.822 -2.112 -0.048 0.119 -0.018
O 2.207 -1.979 -2.205 0.211 0.060 -0.109
O 1.028 -0.225 -2.922 -0.253 -0.230 0.228
H 4.119 -1.835 0.861 -0.012 -0.014 0.008
H 4.226 0.105 1.865 0.001 0.001 0.001
H 3.586 2.479 1.834 -0.003 -0.007 0.006
H 2.240 3.370 -0.066 -0.005 -0.003 -0.007
H 1.647 1.925 -1.896 0.108 -0.197 0.007
F -1.725 -1.310 -3.020 0.067 -0.023 0.037
C -1.774 0.037 -2.963 0.040 0.136 -0.004
F -1.622 0.492 -4.261 -0.061 -0.039 -0.067
C -3.242 0.380 -2.612 0.003 0.023 0.015
F -4.116 -0.347 -3.288 -0.008 0.038 -0.073
F -3.498 0.231 -1.306 0.014 -0.022 -0.004
F -3.487 1.691 -2.905 0.016 0.016 0.064
```
Forces are in eV/Å.



No. 3
DFT (ωB97M-V with the def2-TZVPD basis set) results for a 4-piece molecular cluster, C8H16Cl8 overall in a non-equilibrium geometry.

Properties
**Total energy**: -3995.9615 a.u.
**Relative energy (zero: lowest compared OMol25 entry of this formula, charge and spin)**: 0.4134 eV
**Structure (SMILES)**: ClCCCl.ClCCCl.ClCCCl.ClCCCl
**HOMO-LUMO gap**: 0.401 Eh
**Net charge**: 0

Structure (XYZ):
```
32
Properties=species:S:1:pos:R:3:forces:R:3
Cl 0.870 15.595 1.754 -0.191 0.155 -0.300
C -0.608 16.028 0.838 -0.306 0.050 -0.134
C -1.683 14.980 0.999 -0.070 0.147 0.284
Cl -2.511 15.121 2.591 0.106 -0.100 -0.330
H -0.421 16.139 -0.232 0.573 -0.200 0.105
H -0.942 17.005 1.175 -0.016 -0.070 0.217
H -1.279 13.974 0.930 0.042 -0.013 0.031
H -2.422 15.111 0.211 -0.163 0.051 0.153
Cl -2.879 18.668 -1.319 0.027 0.267 0.090
C -3.451 17.542 -2.567 0.180 -0.852 0.482
C -4.786 16.919 -2.195 -0.012 0.790 0.160
Cl -6.056 18.169 -1.963 0.054 -0.228 -0.222
H -2.722 16.730 -2.520 -0.011 0.010 -0.392
H -3.405 18.021 -3.537 -0.223 0.117 -0.006
H -4.699 16.420 -1.234 0.008 -0.138 -0.043
H -5.123 16.227 -2.961 -0.006 -0.011 -0.046
Cl 3.042 15.582 5.141 0.026 -0.049 -0.114
C 3.946 15.258 3.638 0.148 -0.348 -0.342
C 5.213 14.474 3.945 -0.285 0.376 0.654
Cl 6.125 14.227 2.459 0.177 -0.182 -0.396
H 4.134 16.196 3.123 0.166 0.113 0.225
H 3.336 14.655 2.967 -0.210 0.021 0.176
H 4.952 13.518 4.392 0.047 -0.113 -0.176
H 5.868 14.989 4.644 -0.090 0.156 -0.028
Cl -1.388 10.845 4.519 -0.141 -0.080 -0.047
C -0.346 11.907 5.494 0.363 -0.017 -0.055
C -0.945 13.288 5.698 -0.901 -0.816 -0.342
Cl -2.619 13.185 6.387 0.458 0.073 0.166
H 0.570 11.977 4.907 0.055 0.297 0.126
H -0.097 11.382 6.412 -0.258 0.089 0.119
H -1.121 13.728 4.721 0.355 0.368 0.078
H -0.348 13.891 6.369 0.100 0.137 -0.093
```
Forces are in eV/Å.



No. 4
DFT (ωB97M-V with the def2-TZVPD basis set) results for one molecule with the formula C2H3NOS in a non-equilibrium geometry.

Properties
**Total energy**: -606.0622 a.u.
**Relative energy (zero: lowest compared OMol25 entry of this formula, charge and spin)**: 3.4063 eV
**HOMO-LUMO gap**: 0.317 Eh
**Net charge**: 0

Structure (XYZ):
```
8
Properties=species:S:1:pos:R:3:forces:R:3
C -3.049 0.536 0.088 -0.072 2.498 0.286
C -0.031 -0.144 0.139 -0.527 -1.069 -1.107
N -1.289 -0.715 0.522 -1.000 -0.977 1.598
O -3.029 1.656 0.452 -0.140 -2.754 -0.736
S -2.656 -1.018 -0.327 0.959 1.238 0.018
H 0.603 -0.554 0.913 0.561 0.285 0.041
H 0.302 -0.513 -0.829 0.350 0.059 -0.277
H 0.015 0.931 0.128 -0.130 0.720 0.176
```
Forces are in eV/Å.



No. 5
DFT (ωB97M-V with the def2-TZVPD basis set) results for a 2-piece molecular cluster, C19H20Cl2N2O2 overall in a non-equilibrium geometry.

Properties
**Total energy**: -1915.7547 a.u.
**Relative energy (zero: lowest compared OMol25 entry of this formula, charge and spin)**: 19.4146 eV
**Structure (SMILES)**: CC[C@@H](C)c1cc2c(cc1-c1cccnc1)C(=O)NC2=O.ClCCCl
**HOMO-LUMO gap**: 0.272 Eh
**Net charge**: 0

Structure (XYZ):
```
45
Properties=species:S:1:pos:R:3:forces:R:3
C -1.677 -0.055 4.781 -0.062 -0.181 -0.775
C -0.999 0.567 3.425 0.539 0.218 -0.089
C -2.099 0.548 2.211 -0.838 -0.421 -0.365
C -2.653 2.052 1.775 -0.572 -0.171 -0.026
C -1.653 -0.280 0.871 0.332 -2.306 -3.119
C -2.789 -1.309 0.203 2.888 -0.183 -2.112
C -2.445 -2.181 -1.142 2.543 2.584 1.219
C -0.985 -2.010 -1.869 -0.944 1.601 2.408
C 0.170 -1.012 -1.271 -4.514 -0.946 1.476
C -0.203 -0.165 0.119 -0.852 -1.459 -1.155
C 1.011 0.800 0.697 0.987 1.966 0.653
C 0.815 2.414 0.757 5.015 -2.434 1.771
C 2.163 3.118 1.334 -0.910 -3.595 -0.384
C 3.406 2.213 1.788 -0.727 0.200 -0.484
N 3.629 0.740 1.759 -6.614 3.969 -2.542
C 2.392 0.146 1.181 -0.458 0.587 -0.050
C -1.032 -2.999 -3.175 2.215 0.255 -2.465
O -0.321 -3.032 -4.308 -4.595 0.101 7.639
N -2.196 -3.954 -2.846 -0.822 0.452 0.435
C -3.302 -3.279 -2.007 -3.270 0.841 0.836
O -4.622 -3.484 -2.004 8.887 0.893 -0.127
H -2.257 -1.040 4.439 1.092 2.209 0.916
H -2.424 0.751 5.224 1.532 -1.939 -0.727
H -0.870 -0.404 5.558 -1.611 0.987 -1.433
H -0.026 -0.051 3.153 -2.143 1.225 0.433
H -0.639 1.698 3.558 -0.761 -2.541 -0.072
H -3.059 -0.014 2.644 2.176 1.001 -1.125
H -2.519 2.206 0.611 -0.109 -0.090 2.522
H -2.126 2.868 2.429 -0.845 -1.461 -1.507
H -3.820 2.154 1.992 2.544 -0.352 -0.462
H -3.870 -1.468 0.680 2.734 0.523 -1.014
H 1.201 -0.934 -1.820 -2.292 -0.037 1.512
H -0.122 3.038 0.441 1.982 -1.591 0.618
H 2.212 4.292 1.444 0.041 -2.778 -0.215
H 4.349 2.821 2.203 -2.356 -1.497 -0.993
H 2.453 -1.043 1.063 -0.243 2.906 0.304
H -1.915 -4.821 -2.296 -0.187 1.381 -1.325
Cl 3.265 0.215 -2.093 0.255 0.164 -0.005
C 2.730 -0.022 -3.775 -0.058 -0.074 -0.419
C 3.873 0.125 -4.768 -0.124 -0.292 -0.022
Cl 4.457 1.804 -4.877 0.013 0.000 0.050
H 1.925 0.690 -3.980 0.246 -0.072 0.061
H 2.314 -1.033 -3.836 0.122 0.100 -0.087
H 3.535 -0.158 -5.769 -0.044 0.060 0.203
H 4.722 -0.513 -4.502 -0.193 0.196 0.045
```
Forces are in eV/Å.